# 1
{
  "formula": "C41H47BFN2O12P",
  "method": "the ωB97M-V functional and the def2-TZVPD basis",
  "symbols": ["C", "C", "O", "B", "O", "C", "C", "O", "N", "C", "O", "F", "C", "O", "C", "C", "C", "C", "C", "O", "N", "C", "C", "C", "C", "C", "C", "C", "C", "C", "P", "C", "C", "C", "H", "H", "H", "H", "H", "H", "H", "H", "H", "H", "H", "H", "H", "H", "H", "H", "H", "H", "H", "H", "H", "H", "H", "H", "H", "H", "H", "H", "H", "H", "H", "H", "H", "H", "H", "C", "C", "C", "O", "C", "C", "C", "O", "H", "H", "H", "H", "C", "C", "C", "O", "C", "C", "C", "O", "H", "H", "H", "H", "C", "C", "C", "O", "C", "C", "C", "O", "H", "H", "H", "H"],
  "coordinates": [[5.02482, 0.95200, -1.06446], [3.89029, 1.40029, -2.09974], [2.94658, 0.31172, -2.14645], [1.61118, 0.76947, -2.31948], [1.44301, 1.78439, -3.31037], [0.39499, 0.10112, -1.46513], [0.93632, 0.31461, 0.01394], [1.72212, 1.20396, 0.29171], [0.52780, -0.51893, 1.12859], [0.71467, 0.13649, 2.39735], [1.71112, -0.07868, 3.01250], [-0.17224, 1.03334, 2.95129], [0.46983, -1.40847, -2.04597], [1.10850, -1.53424, -3.36352], [1.21393, -2.52382, -1.19904], [1.89056, -3.66266, -2.10028], [0.24899, -3.32620, -0.18986], [1.12631, -3.60262, 1.12549], [-1.05625, -1.65624, -2.49029], [-1.71951, -2.66050, -2.47615], [-1.36320, -0.31295, -2.97635], [-1.10336, 0.53320, -1.75333], [-1.47673, 1.99558, -2.20845], [-1.28108, 3.11492, -1.12598], [0.00870, 3.63019, -0.65844], [0.13751, 4.67624, 0.38521], [-1.05176, 5.27099, 1.01983], [-0.85063, 6.33437, 2.14631], [-2.36022, 4.79977, 0.52502], [-2.47816, 3.75617, -0.51543], [-2.46599, -0.17963, -0.58972], [-2.44081, 0.84891, 1.01817], [-4.15951, -0.05013, -1.42602], [-5.21875, 0.84931, -0.65542], [4.98375, -0.16836, -1.05359], [4.69097, 1.31533, -0.05631], [6.04328, 1.30446, -1.36354], [3.45337, 2.39779, -1.83660], [4.37486, 1.49841, -3.11656], [1.61188, 2.66996, -2.94702], [-0.41356, -0.90802, 1.00062], [0.50213, -2.07800, -3.90084], [2.07418, -2.03301, -0.65838], [1.13807, -4.20560, -2.73319], [2.79204, -3.30142, -2.65427], [2.27622, -4.42616, -1.34990], [-0.67116, -2.72646, 0.02755], [0.00560, -4.35472, -0.58561], [1.80583, -4.48326, 1.00473], [1.79780, -2.72369, 1.36249], [0.46624, -3.71790, 2.03656], [-2.26466, -0.18342, -3.43481], [-2.59226, 1.99196, -2.41749], [-1.02281, 2.30471, -3.19827], [0.96938, 3.23517, -1.06172], [1.15785, 4.99061, 0.71019], [-0.99489, 7.39340, 1.80984], [0.23337, 6.24902, 2.46400], [-1.44649, 6.07789, 3.06958], [-3.26226, 5.26304, 1.00500], [-3.52391, 3.48336, -0.79563], [-2.52692, 0.16531, 1.90720], [-3.24648, 1.62311, 1.06138], [-1.46436, 1.40499, 1.02339], [-4.57481, -1.10044, -1.43867], [-4.12353, 0.31787, -2.48331], [-5.15613, 0.79014, 0.45870], [-5.04650, 1.91365, -1.00518], [-6.24523, 0.59354, -1.04605], [4.92823, 1.26990, 7.78944], [4.30250, 2.43764, 7.92478], [3.23968, 2.85359, 6.98068], [2.67026, 3.91972, 7.10295], [2.89908, 1.92109, 5.88274], [3.52474, 0.75331, 5.74730], [4.58697, 0.33717, 6.69051], [5.15706, -0.72849, 6.56918], [5.70780, 0.94967, 8.46930], [4.53861, 3.13108, 8.72226], [2.11954, 2.24040, 5.20221], [3.28744, 0.06112, 4.94936], [7.29682, -4.82339, 0.10266], [6.09096, -5.11438, -0.38176], [4.88404, -4.39362, 0.08062], [3.78166, -4.66005, -0.36027], [5.06763, -3.33624, 1.10001], [6.27347, -3.04471, 1.58496], [7.48157, -3.76554, 1.12288], [8.58137, -3.49985, 1.56217], [8.19061, -5.34043, -0.22303], [5.93786, -5.88379, -1.12822], [4.17343, -2.81917, 1.42553], [6.42580, -2.27513, 2.33138], [-8.13419, -1.84563, -4.40579], [-9.34601, -2.13656, -4.87541], [-10.54577, -1.40234, -4.41235], [-11.65046, -1.66777, -4.83796], [-10.34560, -0.33167, -3.40865], [-9.13368, -0.04122, -2.93944], [-7.93478, -0.77557, -3.40280], [-6.82768, -0.50960, -2.97627], [-7.24612, -2.37215, -4.73211], [-9.50988, -2.91533, -5.60953], [-11.23333, 0.19504, -3.08201], [-8.96954, 0.73766, -2.20515]],
  "forces_ev_per_a": [[-1.4231, 0.1383, -0.2949], [2.2555, -0.5999, -0.4387], [-2.2832, 1.2989, 0.6317], [1.4274, 0.6306, -1.5591], [-0.2701, -0.4055, 1.5322], [1.1998, -0.9990, 0.2002], [-0.0054, 0.1103, 0.8583], [-0.6790, -0.5324, -0.9018], [-1.9794, 1.7360, -0.6137], [2.1063, -0.3743, 0.8837], [-0.7409, 0.2769, -0.1058], [0.2649, -1.2382, -1.4890], [-0.7972, -2.2271, -0.0582], [-0.5504, 1.3277, 0.2754], [-0.5617, -1.1846, -0.2664], [-0.0954, -0.2564, 1.2531], [1.9104, 0.3746, 0.8527], [-0.4342, 0.6155, 0.3787], [0.8454, 1.3205, 0.4205], [0.5902, 0.6398, -0.7937], [-0.1083, -1.6314, 0.9592], [-1.1719, 0.9773, -1.7256], [-0.1998, 1.1392, 0.3025], [-0.4060, 1.9232, 1.6006], [-1.2333, 0.9345, 0.9483], [-2.3044, -0.9596, -0.7252], [0.2683, -1.5270, -1.8295], [0.7698, -0.8975, 0.0198], [1.8503, -0.6862, -0.5199], [1.8959, 1.1094, 1.0987], [0.7352, -0.2845, 1.5273], [-0.1625, 0.5114, -0.5051], [-0.9655, 0.1970, 0.4462], [0.1986, 0.5697, -1.1657], [0.2674, 0.9950, -0.0203], [0.7224, -0.3482, -0.7816], [-0.9457, -0.1665, 0.4212], [0.2029, -0.9665, -0.0072], [-0.6671, -0.0193, 0.9386], [-0.1207, -0.3396, -0.4217], [0.2960, -0.0112, -0.0412], [0.5870, 0.4086, 0.1554], [-1.0261, -0.3930, -0.3194], [0.6878, 0.7956, 0.2742], [-1.0196, -0.2714, 0.1871], [-0.9486, 1.1718, -1.4091], [0.6468, -0.7978, -0.1209], [-0.1421, 1.4205, 0.0510], [-0.8488, 0.6665, 0.0914], [-0.8061, -0.8691, -0.3348], [0.6898, -0.2055, -0.9428], [0.1186, -0.1581, 0.4380], [1.1708, -0.1458, 0.2854], [-0.0341, -0.5797, 1.2337], [-1.0131, 0.2591, 0.3963], [-1.0075, -0.3236, -0.3493], [-0.2129, -1.0192, 0.2873], [-1.1775, 0.1941, -0.3133], [0.3613, 0.4898, -1.1174], [0.8016, -0.6780, -0.7314], [1.1659, 0.0412, 0.0574], [0.1234, 0.6726, -0.9276], [0.7188, -0.6449, 0.0347], [-1.0284, -0.5377, 0.1915], [0.7374, 1.0408, -0.1658], [0.0881, -0.4287, 0.8805], [-0.1307, -0.0323, -1.0211], [-0.1772, -1.0079, 0.7881], [1.1366, 0.0960, 0.6981], [0.0049, 0.1745, 0.1411], [0.1574, -0.1286, 0.0890], [-0.1494, 0.2033, -0.0246], [0.0812, -0.1120, 0.0110], [0.0057, -0.1427, -0.1054], [-0.1105, 0.0473, -0.0993], [0.0790, -0.1958, -0.0510], [-0.0443, 0.1270, 0.0270], [-0.0003, -0.0361, -0.0264], [-0.0346, 0.0245, -0.0247], [0.0010, 0.0009, 0.0047], [-0.0100, 0.0173, 0.0064], [-0.1106, -0.1342, -0.1437], [0.1901, -0.0457, -0.0381], [-0.1481, -0.0050, -0.0599], [1.0537, -0.2968, 0.6886], [0.0607, 0.1343, 0.0989], [-0.2058, 0.0512, 0.0016], [0.2315, 0.0840, 0.1164], [-0.1221, -0.0432, -0.0679], [0.0195, 0.0289, 0.0328], [-0.0454, 0.0165, 0.0060], [-0.0193, -0.0166, -0.0205], [0.0346, -0.0207, 0.0001], [-0.0844, -0.1252, -0.1292], [0.2223, -0.0467, -0.0043], [-0.2557, -0.0760, -0.1101], [0.1360, 0.0404, 0.0566], [0.1120, 0.1453, 0.1501], [-0.1813, 0.0455, 0.0146], [0.1832, 0.0165, 0.0442], [-0.2037, -0.0687, -0.1715], [0.0211, 0.0285, 0.0340], [-0.0455, 0.0173, 0.0100], [-0.0204, -0.0323, -0.0310], [0.0346, -0.0113, -0.0079]],
  "mulliken_charge": [-1.02, -0.22, -0.22, 0.01, -0.65, 2.79, -1.24, -0.52, 0.65, 0.25, -0.43, -0.23, 0.52, -0.65, 0.73, -1.81, -0.73, -0.68, -0.74, -0.56, -0.27, -0.75, -0.48, 0.28, 0.34, -0.93, 0.78, -1.20, -0.79, -0.24, -0.04, -0.82, -0.48, -0.75, 0.16, 0.25, 0.36, 0.16, 0.38, 0.35, 0.28, 0.52, 0.12, 0.40, 0.18, 0.66, 0.10, 0.73, 0.24, -0.17, 0.36, 0.51, 0.35, 0.54, -0.12, 0.25, 0.28, 0.31, 0.32, 0.32, 0.24, 0.37, 0.59, -0.09, 0.48, 0.35, 0.27, 0.07, 0.18, -0.40, -0.41, 0.25, -0.54, -0.25, -0.30, 0.26, -0.55, 0.41, 0.41, 0.52, 0.61, -0.43, -0.46, 0.27, -0.47, -0.03, -0.62, 0.30, -0.56, 0.40, 0.43, 0.51, 0.49, -0.38, -0.38, 0.33, -0.54, -0.38, -0.24, 0.29, -0.37, 0.43, 0.39, 0.40, 0.43],
  "total_charge": 0,
  "homo_lumo_gap_ev": 6.38,
  "e_lumo_ev": -1.87,
  "total_energy_ha": -3068.8207,
  "smiles": "CCOB(O)[C@@]1(C(=O)NC(=O)F)[C@](Cc2ccc(C)cc2)(P(C)CC)NC(=O)[C@]1(O)[C@H](C)CC.O=C1C=CC(=O)C=C1.O=C1C=CC(=O)C=C1.O=C1C=CC(=O)C=C1"
}

# 2
{
  "formula": "C4H6O",
  "method": "the ωB97M-V functional and the def2-TZVPD basis",
  "symbols": ["C", "C", "C", "O", "C", "H", "H", "H", "H", "H", "H"],
  "coordinates": [[1.68586, 0.38793, 0.27960], [-1.62307, 0.11836, 0.29291], [0.75780, -0.67804, -0.21756], [-2.55444, 0.64744, -0.53342], [-0.55038, -0.49212, -0.31507], [-3.28781, 0.96825, 0.00571], [-1.41285, -1.33907, -0.10130], [1.19706, -1.58858, -0.60730], [1.12392, 1.18222, 0.76989], [2.41561, -0.03124, 0.97656], [2.24830, 0.82485, -0.55004]],
  "forces_ev_per_a": [[0.0083, 0.1169, -0.4016], [-1.1467, 1.1478, 0.0725], [0.0926, -0.0748, -0.5650], [0.6623, 0.0464, 0.1842], [-0.8124, -0.7312, 1.1530], [0.1383, -0.2200, 0.0332], [1.1036, -0.1926, -0.8908], [-0.0631, -0.1483, 0.3006], [0.0625, -0.0079, 0.0359], [-0.1011, -0.0053, -0.0090], [0.0559, 0.0690, 0.0870]],
  "mulliken_charge": [-1.01, -0.34, -0.09, -0.37, 0.16, 0.40, 0.06, 0.33, 0.29, 0.31, 0.27],
  "relative_energy_kcal_mol": 81.9,
  "total_charge": 0,
  "homo_lumo_gap_ev": 8.67,
  "e_lumo_ev": 0.63,
  "total_energy_ha": -231.0931
}